Record 1
ORCA calculation (ωB97M-V/def2-TZVPD) on a molecular structure, C42H53BiGe2N3O4STe2.

The geometry in XYZ format:
```
108
Properties=species:S:1:pos:R:3:forces:R:3
Bi 0.45669 -0.04461 0.58787 0.20 -0.14 0.01
C 3.30980 0.02638 2.38633 -0.01 0.04 -0.01
C 2.76307 -1.29861 2.89966 0.00 -0.06 -0.02
N 1.63718 -1.78132 2.07960 -0.03 0.04 -0.06
C 0.65092 -2.54666 2.85858 -0.04 -0.04 0.01
C -0.09648 -1.71483 3.90655 0.04 -0.04 0.02
S -0.51843 -0.00877 3.45032 -0.05 0.08 -0.01
C 0.83227 0.98475 4.17265 0.05 -0.01 0.05
C 1.67424 1.77313 3.17564 0.05 0.03 0.00
N 2.25068 0.99257 2.07306 -0.11 -0.02 -0.05
H 4.01217 0.44019 3.11747 -0.02 -0.02 0.00
H 3.85940 -0.13425 1.45981 0.02 -0.01 -0.01
H 3.57236 -2.03251 2.92307 -0.01 0.02 -0.01
H 2.41078 -1.20401 3.92299 0.02 0.02 0.00
H 1.98545 -2.36869 1.32498 0.04 -0.03 0.03
H -0.06752 -2.97444 2.15894 0.02 0.06 0.03
H 1.13058 -3.38581 3.37481 -0.02 0.01 -0.02
H -1.05079 -2.20244 4.10691 0.00 0.00 0.01
H 0.43216 -1.66613 4.85799 0.01 0.00 -0.01
H 0.36302 1.70887 4.83846 -0.01 -0.02 -0.02
H 1.43476 0.32923 4.79745 0.01 0.01 0.00
H 1.05669 2.55764 2.72903 -0.01 -0.02 0.02
H 2.46967 2.27388 3.73979 -0.01 0.01 -0.02
H 2.60054 1.60993 1.34582 0.06 0.05 0.02
O 3.07578 0.95262 -0.64694 0.14 0.00 0.22
C 2.84970 -0.10209 -1.23032 -0.22 -0.11 -0.35
O 1.90328 -0.92720 -0.85096 0.22 0.16 0.15
C 3.58289 -0.47502 -2.47660 0.04 -0.04 0.12
C 2.97326 -1.28234 -3.43251 0.05 -0.05 -0.01
C 3.63421 -1.58372 -4.61070 0.03 0.04 0.11
C 4.90026 -1.05993 -4.79330 0.05 -0.03 -0.15
C 5.52878 -0.24950 -3.86842 -0.06 0.04 0.03
C 4.85243 0.04991 -2.69722 0.01 -0.03 0.00
N 5.61476 -1.37833 -6.05497 0.01 -0.03 0.07
O 6.58421 -0.70488 -6.32139 -0.02 -0.05 -0.01
O 5.17348 -2.29270 -6.71660 0.01 0.07 -0.03
H 1.97497 -1.65429 -3.25667 -0.03 -0.04 0.03
H 3.19851 -2.20890 -5.37563 -0.01 0.00 -0.01
H 6.51527 0.13790 -4.07569 0.00 -0.01 -0.01
H 5.30598 0.68825 -1.95182 0.00 0.01 0.01
Te -2.26434 2.38353 1.37467 -0.04 -0.21 -0.02
C -3.51194 3.54543 0.15636 -0.10 0.12 0.02
C -3.02387 4.44932 -0.78061 0.03 0.01 -0.02
C -3.91067 5.20213 -1.53581 0.01 0.00 -0.01
C -5.27900 5.04103 -1.36867 0.00 0.02 -0.01
C -5.76517 4.13296 -0.44091 0.01 -0.03 0.01
C -4.88435 3.38609 0.32995 0.00 0.03 -0.07
C -1.42147 3.83106 2.63823 0.03 0.05 0.09
C -0.73997 4.93811 2.14186 0.00 -0.01 0.02
C -0.16899 5.84571 3.02235 0.02 0.00 -0.03
C -0.25783 5.64015 4.39245 0.01 0.00 0.04
C -0.93579 4.53583 4.88708 0.00 -0.01 -0.03
C -1.52699 3.63226 4.01175 0.01 0.03 0.03
H -1.95843 4.57503 -0.92843 -0.01 -0.01 0.01
H -3.53241 5.91379 -2.25737 0.00 0.01 -0.01
H -5.96660 5.62896 -1.96104 -0.01 0.00 -0.01
H -6.83115 4.01084 -0.30580 -0.01 0.00 0.00
H -5.27102 2.69334 1.06561 0.01 -0.01 0.02
H -0.67112 5.11022 1.07506 -0.01 0.00 -0.01
H 0.34524 6.71670 2.63900 0.00 0.01 -0.01
H 0.18710 6.35126 5.07469 0.01 0.01 0.01
H -1.03048 4.39034 5.95500 0.00 0.00 0.02
H -2.08999 2.79283 4.40307 -0.01 0.00 -0.02
C 1.79034 -4.32304 -1.92898 0.05 0.00 -0.05
Ge 0.17542 -4.47917 -0.86177 0.08 -0.04 0.10
C -1.24093 -5.47865 -1.76768 -0.05 -0.04 -0.04
C 0.66768 -5.32542 0.82754 0.04 -0.03 0.06
Ge -0.95550 -2.34295 -0.43604 -0.32 -0.25 -0.13
C -2.39229 -2.54485 0.85765 -0.03 0.09 0.09
C -3.02578 -1.45207 1.45113 0.02 0.00 0.03
C -4.04481 -1.62767 2.37399 -0.01 -0.01 0.01
C -4.44910 -2.91058 2.71865 -0.01 0.03 0.02
C -3.82691 -4.00875 2.14409 0.01 -0.03 0.01
C -2.79917 -3.82815 1.22785 -0.03 -0.04 0.01
C -1.49692 -1.41459 -2.04984 0.03 0.17 -0.02
C -0.92197 -1.78076 -3.26930 0.05 0.06 -0.07
C -1.27933 -1.13380 -4.44445 0.00 0.00 0.02
C -2.20422 -0.09834 -4.41251 0.00 0.01 0.00
C -2.78456 0.27929 -3.20747 0.01 0.02 0.02
C -2.43217 -0.37450 -2.03605 -0.11 -0.03 0.02
H 2.41072 -5.19252 -1.70880 0.02 -0.02 -0.03
H 2.34953 -3.42578 -1.67812 0.05 0.05 0.01
H 1.57789 -4.32545 -2.99714 -0.02 0.04 -0.02
H -1.59776 -6.27969 -1.12159 -0.01 -0.02 0.00
H -0.82904 -5.92115 -2.67422 -0.01 -0.03 -0.01
H -2.09240 -4.86015 -2.04781 0.00 0.02 -0.01
H 0.94122 -6.35831 0.60630 0.00 -0.01 -0.01
H -0.13799 -5.34222 1.55975 0.00 0.02 0.00
H 1.54508 -4.85040 1.26903 0.00 0.00 0.02
H -2.72381 -0.44089 1.20560 -0.01 0.01 -0.03
H -4.52324 -0.76599 2.82131 0.00 0.02 0.00
H -5.24795 -3.05261 3.43372 -0.01 -0.01 0.01
H -4.14286 -5.00894 2.40909 0.00 -0.01 -0.01
H -2.33356 -4.70646 0.79605 0.01 0.01 -0.04
H -0.19924 -2.58784 -3.31949 0.00 -0.04 0.06
H -0.84513 -1.44185 -5.38652 0.01 -0.01 -0.01
H -2.48333 0.40517 -5.32848 -0.01 0.00 -0.01
H -3.51850 1.07515 -3.18163 0.01 -0.01 0.00
H -2.92191 -0.08631 -1.11091 0.03 -0.01 0.02
C 1.21552 1.77332 -3.31901 0.02 0.03 -0.05
Te 0.04425 2.17925 -1.60002 -0.23 -0.01 -0.10
C 1.39615 3.56729 -0.73599 -0.01 0.07 0.00
H 0.95511 2.51574 -4.06835 0.05 0.00 -0.05
H 0.95734 0.77971 -3.67752 -0.02 0.00 -0.01
H 2.26988 1.82725 -3.06395 -0.01 0.03 -0.03
H 2.40131 3.18184 -0.87662 0.01 0.03 0.02
H 1.15896 3.66921 0.32201 -0.01 0.01 0.01
H 1.26629 4.52652 -1.23008 0.04 0.02 0.01
```
Positions in Å, forces in eV/Å.

Its expectation value of S² is 0.764. As for the net charge: +2. Its spin multiplicity is 2. The molar mass comes out at 1305.37 g/mol. As for the HOMO energy (alpha / beta): -12.38 / -12.88 eV. The calculation puts the energy above the lowest of the compared OMol25 structures with the same formula, charge and spin at 29.0 kJ/mol. Its HOMO-LUMO gap (alpha / beta) is 7.142 / 5.260 eV.

---

Record 2
ORCA calculation (ωB97M-V/def2-TZVPD) on a molecular structure, C42H53CrFN2O12P2.

The geometry in XYZ format:
```
113
Properties=species:S:1:pos:R:3:forces:R:3
Cr -0.61650 -0.84266 1.69562 0.80 -0.17 1.32
C 1.54777 0.23864 -5.05456 0.04 0.01 0.05
C 0.22627 -0.52716 -4.85218 0.16 -0.03 -0.04
C 0.17659 -1.73285 -5.80176 -0.04 -0.09 0.02
C -0.92998 0.40811 -5.20381 -0.07 0.04 0.05
C 0.16243 -0.99239 -3.40032 0.04 0.06 -0.19
C -0.72368 -0.48072 -2.51667 -0.16 0.13 -0.07
C -0.64379 -0.86940 -1.15832 0.28 0.06 0.32
N -1.39848 -0.49383 -0.13928 -0.14 0.06 -0.78
C -2.62025 0.01184 -0.04805 -0.27 0.37 0.46
C -3.30119 0.87806 -0.94083 0.17 -0.14 -0.05
C -4.56831 1.25478 -0.64734 -0.29 0.04 0.04
C -5.17543 0.74757 0.55804 -0.05 0.11 -0.16
C -4.58123 -0.07719 1.46864 -0.15 0.06 0.14
C -3.23042 -0.47308 1.18146 0.20 0.08 -0.23
O -2.54138 -1.26738 1.90584 -0.37 -0.07 0.12
C -5.26263 -0.48628 2.77865 0.26 -0.03 0.05
C -5.29534 -2.02069 2.91490 -0.02 0.09 -0.06
C -6.69827 0.02916 2.84416 -0.10 0.06 0.00
C -4.46949 0.12295 3.95784 -0.05 -0.01 -0.15
C -5.35447 2.24543 -1.50838 0.00 0.02 0.13
C -4.59645 2.61625 -2.78528 0.08 -0.01 0.05
C -5.59053 3.53088 -0.69496 0.01 -0.03 0.03
C -6.70190 1.62657 -1.90964 -0.05 -0.03 0.00
C 0.31978 -1.85069 -0.69514 -0.04 0.10 0.23
O 0.25724 -2.20055 0.52781 0.20 -0.55 -0.47
C 1.26008 -2.38611 -1.64819 0.12 -0.13 -0.14
C 1.13916 -1.93731 -2.92991 0.03 -0.05 -0.02
C 2.36746 -3.35774 -1.23113 -0.10 0.05 0.18
C 3.24115 -3.74374 -2.42240 0.08 0.01 -0.08
C 3.25219 -2.66767 -0.17751 0.01 -0.01 -0.03
C 1.77143 -4.64837 -0.63639 0.03 0.06 -0.16
H 1.59972 0.65784 -6.06708 -0.01 -0.09 0.12
H 2.41361 -0.41801 -4.91126 -0.10 0.09 -0.03
H 1.62260 1.05907 -4.33314 0.00 -0.07 -0.10
H 0.23001 -1.39346 -6.84149 0.01 -0.04 0.08
H -0.75856 -2.28798 -5.66701 0.11 0.05 -0.04
H 1.00751 -2.42495 -5.63147 -0.10 0.08 -0.04
H -0.86130 0.68784 -6.25841 -0.01 -0.01 0.05
H -0.89783 1.32811 -4.61114 -0.01 -0.10 -0.07
H -1.89735 -0.08115 -5.04337 0.08 0.07 -0.03
H -1.45211 0.25689 -2.81786 0.11 -0.07 0.07
H -2.75970 1.29734 -1.77578 -0.03 -0.03 0.09
H -6.18464 1.08174 0.77666 0.13 -0.02 -0.10
H -5.82985 -2.47389 2.07204 0.03 0.04 0.08
H -5.81327 -2.29618 3.84003 0.03 0.04 -0.08
H -4.28830 -2.42822 2.94984 0.02 -0.02 -0.01
H -7.31161 -0.36233 2.02260 0.06 0.05 0.12
H -6.73421 1.12501 2.81884 -0.04 -0.15 0.02
H -7.14654 -0.29666 3.78685 0.01 0.03 -0.07
H -3.41982 -0.16802 3.93685 -0.01 -0.02 0.01
H -4.89865 -0.20836 4.90932 -0.01 0.03 -0.08
H -4.52105 1.21733 3.91710 -0.01 -0.11 0.02
H -3.65188 3.12072 -2.55587 -0.10 -0.07 -0.05
H -5.20507 3.29946 -3.38439 0.04 -0.04 0.03
H -4.38226 1.72892 -3.39088 -0.01 0.10 0.04
H -4.63193 3.96363 -0.39370 -0.10 -0.01 -0.03
H -6.17010 3.32932 0.21212 0.05 0.03 -0.10
H -6.13504 4.26973 -1.29375 0.03 -0.08 0.06
H -6.54398 0.69212 -2.45859 -0.04 0.10 0.04
H -7.25511 2.31798 -2.55543 0.04 -0.07 0.08
H -7.32825 1.40578 -1.03897 0.07 0.03 -0.12
H 1.84377 -2.32366 -3.65845 -0.13 0.13 0.03
H 3.72432 -2.86503 -2.86669 -0.02 -0.15 0.04
H 2.66463 -4.26044 -3.19993 0.10 0.06 0.10
H 4.02735 -4.42075 -2.07849 -0.04 0.03 -0.03
H 3.67485 -1.73830 -0.57827 -0.04 -0.08 0.05
H 4.08059 -3.32559 0.11022 -0.09 0.05 -0.03
H 2.67522 -2.43080 0.71562 0.03 0.03 0.00
H 1.15508 -5.16523 -1.38161 0.07 0.04 0.09
H 1.16014 -4.43107 0.23361 -0.07 0.03 0.08
H 2.58138 -5.32052 -0.32944 -0.09 0.08 -0.06
C 6.29644 3.47310 0.75762 -0.05 0.00 0.05
C 5.92333 2.27439 -0.11363 0.04 0.10 0.20
C 7.01477 1.21496 -0.16600 -0.04 -0.08 0.11
C 7.24777 0.63115 1.22333 -0.17 -0.02 -0.05
C 5.93680 0.19767 1.84137 0.18 0.01 -0.02
C 5.91170 -0.73561 2.85110 0.16 0.02 -0.01
C 4.70054 -1.15170 3.39090 0.05 -0.12 0.13
F 4.73960 -2.05269 4.39387 0.02 0.05 -0.04
C 3.50555 -0.70903 2.91476 -0.14 -0.02 0.00
C 3.50201 0.21369 1.85886 -0.04 0.05 -0.05
C 2.21792 0.56612 1.23547 0.00 0.13 -0.20
O 1.26120 -0.14796 1.64066 -0.26 0.69 -0.67
C 2.27085 1.60875 0.23016 -0.66 -0.56 0.53
C 3.49217 2.08637 -0.11350 0.84 -0.03 0.13
N 4.67940 1.65952 0.36758 -0.08 0.04 -0.23
C 4.71102 0.70317 1.36195 0.15 -0.03 0.04
C 1.13038 2.34335 -0.51355 -0.93 0.45 -0.08
O 1.51413 3.33256 -1.18565 -0.17 -0.51 0.10
O -0.04460 1.92421 -0.37355 0.68 -0.31 -0.01
H 7.24753 3.90218 0.42708 -0.08 -0.03 0.04
H 6.38549 3.18082 1.80784 0.00 0.05 -0.11
H 5.52171 4.24033 0.69083 0.07 -0.05 0.01
H 5.72579 2.62741 -1.12208 -0.10 0.00 -0.13
H 7.92864 1.65683 -0.56632 0.00 -0.01 0.00
H 6.69728 0.41796 -0.84421 0.02 0.03 -0.02
H 7.74283 1.36730 1.86051 0.02 0.01 0.03
H 7.90965 -0.23195 1.16056 0.07 -0.02 0.03
H 6.83501 -1.16292 3.22906 -0.06 0.04 0.00
H 2.57079 -1.06053 3.32871 0.08 -0.06 -0.05
H 3.52351 2.89224 -0.83937 -0.08 -0.08 0.00
O -1.00945 2.13037 4.83729 -0.53 0.08 -0.47
P -0.11736 1.46719 3.65688 0.03 0.37 0.33
O 0.81460 2.44801 3.08869 -0.03 -0.25 -0.11
O -1.14128 0.70601 2.78845 0.42 0.08 -0.31
O 0.69033 0.33869 4.49126 -0.41 -0.24 -0.05
P 0.17380 -1.18967 4.71921 -0.02 -0.05 0.20
O -1.28529 -0.97540 5.38975 0.11 -0.41 0.40
O 1.07536 -1.87972 5.65784 -0.06 0.04 -0.19
O -0.05467 -1.81144 3.33916 -0.15 0.54 -0.19
H -1.79275 2.54453 4.42587 0.50 -0.28 0.34
H -1.25673 -1.41297 6.26106 -0.01 0.35 -0.49
```
Positions in Å, forces in eV/Å.

Its expectation value of S² is 3.774. As for the net charge: -1. Its spin multiplicity is 4. The molar mass comes out at 910.83 g/mol. As for the HOMO energy (alpha / beta): -5.32 / -5.33 eV. The calculation puts the energy above the lowest of the compared OMol25 structures with the same formula, charge and spin at 140.3 kJ/mol. Its HOMO-LUMO gap (alpha / beta) is 5.640 / 5.359 eV.

---

Which formula does entry 2 have?
C42H53CrFN2O12P2

---

Number 1 is which compound?
C42H53BiGe2N3O4STe2

---

Which value of net charge does entry 1 give?
+2